[1]
{"formula": "C8H9IrN3O2S2Se3Te", "method": "ωB97M-V with the def2-TZVPD basis set", "charge": 0, "spin_multiplicity": 2, "homo_lumo_gap_ev": [6.49, 4.94], "homo_energy_ev": [-7.2, -7.2], "s2": 0.760, "e_above_lowest_kcal_mol": 22.93, "e_tot_ev": -244850.7201, "species": ["Ir", "Se", "Se", "Te", "Se", "N", "N", "C", "N", "S", "H", "H", "H", "H", "H", "O", "C", "O", "C", "C", "C", "C", "C", "C", "S", "H", "H", "H", "H"], "coordinates": [[-1.0760, 1.0327, 0.8010], [-2.4770, 2.3463, 2.2001], [-3.2799, 4.2970, 1.1647], [-1.8492, 4.6128, -0.8312], [-0.6954, 2.4667, -1.0899], [0.9923, 1.6998, 2.5561], [1.2347, 0.5512, 3.2847], [0.3759, -0.4614, 3.3522], [0.7230, -1.4810, 4.1623], [-1.0750, -0.6258, 2.5033], [1.4390, 1.6460, 1.6439], [1.2190, 2.5152, 3.1043], [2.1571, 0.4009, 3.6690], [1.4536, -1.3862, 4.8463], [0.0898, -2.2559, 4.2468], [2.5167, -0.4587, -0.7362], [1.3050, -0.3265, -0.6910], [0.7466, 0.2094, 0.3574], [0.4612, -0.7756, -1.8579], [1.1794, -1.1698, -2.9925], [0.5548, -1.6642, -4.1173], [-0.8324, -1.7766, -4.1267], [-1.5617, -1.3803, -3.0258], [-0.9347, -0.8761, -1.8772], [-2.0699, -0.4907, -0.5872], [2.2558, -1.0836, -2.9434], [1.1376, -1.9624, -4.9787], [-1.3474, -2.1600, -4.9985], [-2.6430, -1.4435, -3.0386]], "mulliken_charge": [1.50, -0.11, -0.16, 0.16, -0.17, -0.48, -0.10, 0.81, -0.46, -0.47, 0.27, 0.23, 0.21, 0.20, 0.20, -0.71, 0.39, -1.10, 0.20, -0.60, -0.60, -0.46, -0.93, 0.93, -0.37, 0.45, 0.38, 0.37, 0.42]}

---

[2]
{"formula": "C8H9N", "method": "ωB97M-V with the def2-TZVPD basis set", "charge": 0, "spin_multiplicity": 1, "homo_lumo_gap_ev": 8.88, "homo_energy_ev": -8.5, "e_above_lowest_kcal_mol": 77.00, "e_tot_ev": -9928.2536, "smiles": "CC1=CC=C[C@]2(C)N=C12", "species": ["C", "C", "C", "C", "C", "C", "C", "C", "N", "H", "H", "H", "H", "H", "H", "H", "H", "H"], "coordinates": [[-0.0830, 2.1035, 0.1247], [-1.2342, 1.2608, -0.0374], [1.1792, 1.5453, -0.0599], [-1.2161, -0.0372, -0.5187], [0.0684, -0.3696, -0.9559], [1.3829, 0.1751, -0.4513], [-2.3623, -0.9680, -0.5351], [2.3713, -0.7069, 0.1861], [0.9318, -0.2998, -1.8640], [-0.1995, 2.9242, 0.7655], [-2.1721, 1.5774, 0.3173], [2.0188, 2.1406, 0.2804], [-2.8124, -1.0278, 0.4704], [-1.9634, -1.8864, -0.8145], [-3.2580, -0.5311, -1.0531], [2.8333, -1.2766, -0.6006], [2.0487, -1.5162, 0.9427], [3.2538, -0.0725, 0.4549]], "mulliken_charge": [-0.69, -0.26, -0.64, 0.39, 0.36, 1.09, -1.45, -1.24, -0.69, 0.35, 0.44, 0.30, 0.35, 0.38, 0.33, 0.41, 0.24, 0.34]}

---

[3]
{"formula": "C8H9N2O", "method": "ωB97M-V with the def2-TZVPD basis set", "charge": 1, "spin_multiplicity": 3, "homo_lumo_gap_ev": [8.19, 5.03], "homo_energy_ev": [-12.6, -12.5], "s2": 2.035, "e_above_lowest_kcal_mol": 90.07, "e_tot_ev": -13454.2700, "species": ["C", "C", "C", "C", "C", "C", "C", "C", "N", "N", "O", "H", "H", "H", "H", "H", "H", "H", "H", "H"], "coordinates": [[-1.2265, 0.5654, 0.7791], [-1.2974, 1.2226, -0.4432], [-1.6355, -0.7485, 0.8962], [-1.8223, 0.4769, -1.5958], [-2.2338, -1.5165, -0.1398], [-2.2844, -0.6739, -1.1561], [-2.3461, -3.7362, 0.5960], [3.2723, 1.4560, -0.2362], [-2.7951, -2.7079, 0.0170], [2.1762, 0.5818, -0.1437], [1.1792, 0.9752, -0.6727], [-0.5465, 1.0078, 1.5539], [-1.0635, 2.2026, -0.7048], [-1.6143, -1.2060, 1.8736], [-2.1906, 0.9193, -2.5475], [-1.3158, -3.9305, 0.8409], [-2.9638, -4.5640, 0.8287], [2.9334, 2.4079, -0.7722], [4.1156, 0.8730, -0.6226], [3.6075, 1.6527, 0.8214]], "mulliken_charge": [-0.66, 0.07, 0.11, -0.81, 0.49, 0.18, -0.19, -0.57, -0.29, -0.05, -0.21, 0.36, 0.35, 0.39, 0.39, 0.29, 0.28, 0.37, 0.24, 0.25]}

---

[4]
{"formula": "C8H9N2OP", "method": "ωB97M-V with the def2-TZVPD basis set", "charge": 0, "spin_multiplicity": 1, "homo_lumo_gap_ev": 8.20, "homo_energy_ev": -8.3, "e_above_lowest_kcal_mol": 87.30, "e_tot_ev": -22753.0942, "smiles": "[H]/P=C/c1ccncc1.CC#[N+][O-]", "species": ["C", "C", "C", "C", "C", "C", "C", "C", "N", "N", "O", "P", "H", "H", "H", "H", "H", "H", "H", "H", "H"], "coordinates": [[-1.7171, 1.1988, 1.1486], [-2.4189, -0.4191, -0.4399], [-2.8457, 1.9337, 0.7515], [-3.3740, 0.4893, -0.8588], [-1.4918, -0.0076, 0.5198], [3.2508, -0.5474, -0.9012], [-0.3748, -0.8467, 0.8993], [4.2330, 0.4526, -0.6101], [-3.5851, 1.6164, -0.2585], [2.5253, -1.3595, -1.3031], [1.7380, -2.2432, -1.5086], [-0.1341, -2.3987, 0.2237], [-1.0509, 1.4400, 2.0289], [-2.3607, -1.4617, -0.8335], [-3.2286, 2.8770, 1.2615], [-4.0252, 0.4376, -1.6021], [0.4437, -0.4507, 1.6360], [3.7667, 1.1851, 0.1750], [4.6790, 1.0659, -1.3731], [5.0562, -0.1921, -0.1109], [0.9143, -2.7695, 1.1555]], "mulliken_charge": [-0.48, -0.40, -0.23, -0.52, 1.28, 0.29, -0.61, -0.83, -0.63, 0.53, -0.71, -0.07, 0.27, 0.27, 0.32, 0.54, 0.20, 0.23, 0.31, 0.23, 0.03]}

---

[5]
{"formula": "C8H9N6", "method": "ωB97M-V with the def2-TZVPD basis set", "charge": 1, "spin_multiplicity": 1, "homo_lumo_gap_ev": 9.58, "homo_energy_ev": -13.8, "e_above_lowest_kcal_mol": 28.06, "e_tot_ev": -17370.9818, "species": ["C", "C", "C", "C", "C", "C", "C", "C", "N", "N", "N", "N", "N", "N", "H", "H", "H", "H", "H", "H", "H", "H", "H"], "coordinates": [[1.1300, -1.7549, -0.6421], [2.4456, 1.5601, 0.8159], [1.0795, 0.8740, -1.1100], [3.2874, 0.0628, -0.8744], [-1.2900, -0.9269, 0.6492], [-2.2401, 0.3261, 0.4517], [1.2075, -0.9220, 0.6246], [2.1592, 0.6184, -0.2160], [0.7355, -2.2202, -1.5982], [2.4775, 2.1594, 1.7806], [0.0904, 1.0948, -1.6539], [4.1697, -0.4973, -1.3264], [0.0330, -0.7051, 1.2793], [-2.3348, 0.8432, -0.9132], [-1.8656, -1.7020, 1.2857], [-1.0228, -1.2590, -0.3011], [-1.8613, 1.1393, 1.2041], [-3.2493, 0.0137, 0.7238], [2.1275, -1.4207, 1.2098], [-0.0163, -0.2080, 2.1867], [-1.2808, 1.1835, -1.0969], [-2.9837, 1.6351, -0.9423], [-2.7981, 0.1058, -1.5370]], "mulliken_charge": [0.21, -0.08, 0.04, 0.04, -0.57, -0.65, -0.34, 1.06, -0.40, -0.37, -0.52, -0.35, -0.07, -0.21, 0.32, 0.35, 0.28, 0.43, 0.43, 0.31, 0.32, 0.38, 0.38]}

---

[6]
{"formula": "C8H9N6O6V", "method": "ωB97M-V with the def2-TZVPD basis set", "charge": 2, "spin_multiplicity": 3, "homo_lumo_gap_ev": [7.71, 7.84], "homo_energy_ev": [-16.1, -16.2], "s2": 2.013, "e_tot_ev": -55334.1161, "species": ["V", "N", "N", "C", "N", "N", "N", "O", "O", "H", "H", "H", "H", "H", "O", "C", "C", "C", "C", "C", "C", "C", "O", "N", "O", "O", "H", "H", "H", "H"], "coordinates": [[0.0639, 0.8824, 0.6543], [1.8662, -0.3771, 0.2689], [2.4069, -0.8096, 1.5088], [1.7213, -0.5651, 2.6488], [2.1431, -0.9991, 3.8069], [0.6073, 0.1595, 2.4234], [-0.2799, 0.5940, 3.4009], [-0.1276, 0.3283, 4.5542], [-1.1738, 1.2516, 2.8852], [1.6229, -1.1965, -0.2931], [2.6017, 0.1205, -0.2367], [3.2135, -1.4190, 1.4910], [2.9932, -1.5371, 3.9012], [1.6115, -0.7842, 4.6428], [-1.5637, 0.4046, -0.1783], [-2.5049, 1.2470, -0.3537], [-2.3957, 2.6455, -0.2036], [-3.5582, 3.4168, -0.4239], [-3.4832, 4.7717, -0.3225], [-2.2890, 5.4244, -0.0181], [-1.1344, 4.6947, 0.1888], [-1.1672, 3.3113, 0.1029], [-0.0275, 2.6227, 0.2549], [-4.7124, 5.5749, -0.5477], [-4.5988, 6.7696, -0.4316], [-5.7086, 4.9585, -0.8410], [-3.4630, 0.8262, -0.6598], [-4.5047, 2.9497, -0.6673], [-2.2884, 6.5049, 0.0459], [-0.1974, 5.1849, 0.4133]], "mulliken_charge": [1.39, -0.62, -0.14, 0.62, -0.27, -0.30, 1.38, -0.63, -0.70, 0.33, 0.35, 0.19, 0.21, 0.22, -0.58, -0.07, 0.53, -0.54, -0.46, -0.37, -0.66, 0.82, -0.65, 1.02, -0.57, -0.57, 0.50, 0.55, 0.53, 0.47]}

---

[7]
{"formula": "C8H9NO", "method": "ωB97M-V with the def2-TZVPD basis set", "charge": 0, "spin_multiplicity": 1, "homo_lumo_gap_ev": 8.08, "homo_energy_ev": -7.2, "e_above_lowest_kcal_mol": 147.13, "e_tot_ev": -11973.4687, "species": ["C", "C", "C", "C", "C", "C", "C", "C", "H", "H", "H", "H", "H", "H", "H", "H", "H", "N", "O"], "coordinates": [[-2.1713, -0.1715, -0.0184], [-1.9301, 1.2353, -0.0164], [-0.6358, 1.7040, 0.1257], [0.3778, 0.7285, 0.0121], [2.4658, -0.1790, -0.1472], [1.4773, -1.2900, 0.0663], [0.2973, -0.5797, 0.0689], [-1.1595, -1.0555, 0.0040], [-3.4953, -1.4271, 0.0524], [-2.7830, 2.0477, -0.4475], [-0.6369, 3.0660, 0.2630], [1.9485, 2.2559, -0.0522], [2.6072, -0.2185, -1.1275], [3.4896, -0.3994, 0.2259], [1.5978, -1.7409, 1.3522], [1.6169, -2.0926, -0.5646], [-1.3577, -2.3532, 0.0496], [1.7603, 0.9920, 0.1389], [-3.4686, -0.5220, 0.0148]], "mulliken_charge": [0.97, -0.27, -0.73, 0.50, -0.58, -0.64, 0.31, -0.79, 0.25, 0.21, 0.09, 0.34, 0.34, 0.34, 0.16, 0.43, 0.01, -0.41, -0.51]}

---

[8]
{"formula": "C8H9NO2Se", "method": "ωB97M-V with the def2-TZVPD basis set", "charge": 0, "spin_multiplicity": 1, "homo_lumo_gap_ev": [7.51, 7.52], "homo_energy_ev": [-8.4, -8.4], "e_above_lowest_kcal_mol": 49.61, "e_tot_ev": -79367.0141, "species": ["C", "C", "C", "C", "C", "C", "C", "C", "N", "O", "O", "Se", "H", "H", "H", "H", "H", "H", "H", "H", "H"], "coordinates": [[3.0402, 1.0430, -0.3102], [2.0230, 1.8123, 0.2293], [2.7590, -0.2119, -0.8259], [0.7269, 1.3282, 0.2600], [1.4613, -0.6889, -0.8153], [0.4422, 0.0796, -0.2683], [-0.9654, -2.4952, 0.7469], [-2.3819, 1.0607, -0.1137], [-3.6121, 0.5704, 0.0566], [-3.6814, -0.7078, 0.0591], [-4.6039, 1.2754, 0.1430], [-1.3790, -0.6077, -0.3835], [4.0511, 1.4222, -0.3274], [2.2396, 2.7948, 0.6238], [3.5522, -0.8124, -1.2465], [-0.0558, 1.9291, 0.6970], [1.2273, -1.6532, -1.2431], [-0.3100, -2.9875, 0.0460], [-0.4978, -2.2599, 1.6942], [-1.9391, -2.9518, 0.8352], [-2.0962, 2.0606, 0.1428]], "mulliken_charge": [-0.43, -0.61, -0.58, -0.25, -0.32, 0.55, -0.92, -0.57, 0.97, -0.68, -0.67, 0.47, 0.38, 0.37, 0.37, 0.23, 0.30, 0.35, 0.34, 0.30, 0.40]}